No. 1
# C48H54CaN8O3S2Si2Te

C48H54CaN8O3S2Si2Te as an isolated structure at a distorted geometry (the ωB97M-V functional and the def2-TZVPD basis, OMol25).

```
119
Properties=species:S:1:pos:R:3:forces:R:3
Ca -5.050 -19.895 9.511 -0.8 -0.3 0.0
C -7.469 -20.898 13.513 0.5 -0.6 -0.4
O -7.554 -22.306 13.244 -0.1 1.1 0.1
C -6.464 -22.934 12.735 -0.2 -0.4 -1.7
C -6.179 -24.124 13.317 0.5 -1.3 0.4
C -5.419 -25.096 12.662 1.0 0.7 -2.7
C -4.894 -24.810 11.356 -1.1 1.6 2.0
C -5.039 -23.500 10.774 -0.2 -1.6 0.1
C -4.459 -23.279 9.415 -0.4 -0.5 1.8
N -4.390 -22.172 8.783 0.3 -1.1 -0.2
N -3.862 -22.383 7.485 -0.2 0.8 0.4
C -4.072 -21.289 6.798 -0.9 0.5 -0.9
O -4.637 -20.198 7.158 0.3 -0.5 0.2
C -3.683 -21.358 5.340 0.7 -0.4 -0.1
C -3.362 -20.184 4.688 1.0 -0.9 -1.6
C -2.750 -20.239 3.389 -1.5 1.1 1.7
C -2.656 -21.437 2.758 0.4 -1.2 -0.2
C -3.056 -22.634 3.367 -0.5 0.3 0.0
C -3.544 -22.587 4.657 -0.6 -0.3 0.8
C -5.901 -22.580 11.430 0.7 1.3 0.9
O -6.081 -21.385 10.978 -0.2 -0.1 -0.4
H -7.060 -20.327 12.682 -0.4 -0.3 -0.3
H -6.752 -20.746 14.326 -0.5 0.1 0.4
H -8.501 -20.636 13.694 0.0 0.5 0.5
H -6.586 -24.367 14.297 -0.2 0.2 -0.2
H -5.270 -26.077 13.058 0.1 -0.4 0.4
H -4.339 -25.550 10.831 0.4 -0.6 -0.4
H -4.052 -24.208 8.988 -0.1 0.4 -0.3
H -3.507 -19.273 5.204 -0.1 0.9 0.4
H -2.503 -19.297 2.906 0.2 -0.2 0.0
H -2.214 -21.544 1.792 0.2 0.3 -0.7
H -3.061 -23.546 2.764 0.2 0.1 0.4
H -3.912 -23.464 5.215 0.5 0.3 -0.5
N -8.411 -21.514 5.925 0.6 -0.4 0.0
C -8.708 -22.898 6.111 -0.8 -0.1 -2.4
C -9.102 -23.676 5.001 -0.3 0.3 0.8
C -9.555 -25.025 5.159 0.6 1.9 -1.2
C -9.669 -25.559 6.412 0.5 -0.6 0.5
C -9.260 -24.791 7.487 -0.3 0.0 1.9
C -8.760 -23.505 7.341 0.8 0.1 1.2
S -7.948 -22.699 8.708 -0.4 0.5 0.0
N -7.567 -21.152 8.110 0.4 0.1 -0.2
C -7.727 -20.779 6.906 -1.0 -0.4 0.1
C -7.277 -19.429 6.429 0.2 -1.5 0.1
C -6.866 -19.267 5.134 0.0 2.5 0.5
C -6.369 -18.003 4.804 1.0 -0.2 -1.8
C -6.134 -17.058 5.768 -0.1 -0.1 0.7
C -6.570 -17.372 7.060 0.0 1.2 -1.0
N -7.175 -18.486 7.330 -0.2 -0.5 1.7
H -8.275 -21.140 4.978 -0.4 -0.8 0.8
H -9.118 -23.105 4.061 0.0 -0.8 0.1
H -9.771 -25.560 4.247 -0.2 -0.3 0.1
H -9.897 -26.606 6.618 -0.3 0.3 -0.4
H -9.387 -25.198 8.537 0.5 0.5 -1.4
H -6.930 -19.964 4.373 -0.1 -1.5 -1.2
H -6.047 -17.820 3.743 -0.3 -0.2 1.1
H -5.620 -16.124 5.599 -0.1 0.0 -0.2
H -6.532 -16.634 7.845 0.3 0.1 0.2
C -6.997 -17.724 10.625 -0.9 -1.3 -0.4
C -6.948 -16.953 11.727 0.1 0.7 3.1
C -7.520 -17.293 13.043 -0.6 -0.5 -1.2
C -7.482 -16.486 14.155 -0.9 -0.5 -0.2
C -6.852 -15.224 14.103 -0.1 0.9 1.1
C -6.208 -14.853 12.905 -1.1 -1.6 -0.5
C -6.252 -15.729 11.839 1.8 1.6 -1.2
C -6.949 -14.376 15.268 0.3 -0.2 0.0
N -7.008 -13.761 16.255 0.0 -0.3 -0.8
H -6.805 -17.322 9.663 0.4 0.4 -0.6
H -7.701 -18.549 10.628 0.0 -0.2 0.0
H -8.112 -18.211 12.974 0.1 0.2 0.7
H -8.082 -16.765 15.059 0.8 0.2 -0.8
H -5.745 -13.911 12.728 0.5 0.6 0.4
H -5.561 -15.504 11.001 -0.7 0.2 0.2
C 3.298 -20.930 4.388 -1.2 0.6 -0.6
Si 1.914 -20.931 5.668 0.8 0.7 0.7
C 2.840 -20.971 7.328 -0.3 2.2 0.8
C 0.688 -22.299 5.426 0.2 -0.6 -1.1
C 1.025 -19.309 5.390 0.5 -0.1 0.6
Te -0.583 -18.999 6.863 0.5 0.4 -0.4
C 0.295 -17.133 7.530 1.0 0.3 0.1
Si -0.042 -15.593 6.442 0.1 -0.9 -0.7
C 1.332 -14.397 6.787 -1.0 3.7 -0.3
C -1.715 -14.815 6.662 -0.2 -1.1 0.9
C 0.064 -16.029 4.589 0.1 -0.3 1.1
H 3.896 -21.792 4.250 0.7 -1.0 0.1
H 3.933 -20.062 4.454 0.4 0.4 0.5
H 2.791 -20.764 3.443 -0.2 -0.1 -0.5
H 2.680 -21.866 7.904 0.0 -0.4 0.2
H 2.457 -20.088 7.987 0.5 -1.5 -1.0
H 3.935 -20.782 7.209 -0.8 -0.3 0.0
H 1.233 -23.242 5.193 -0.5 0.3 0.5
H 0.054 -22.109 4.542 0.3 0.1 0.1
H -0.020 -22.413 6.238 0.1 -0.2 0.4
H 0.700 -19.385 4.351 -0.3 0.5 0.0
H 1.739 -18.469 5.525 -0.5 -0.4 -0.2
H 1.414 -17.275 7.756 -1.5 0.1 -0.5
H -0.171 -16.954 8.500 -0.1 -0.1 0.1
H 1.190 -13.654 7.612 -0.8 -0.4 -0.4
H 1.676 -13.689 5.962 -0.3 -1.3 0.6
H 2.121 -14.884 7.221 2.5 -1.6 0.4
H -1.826 -14.503 7.693 0.0 0.3 0.3
H -2.542 -15.530 6.518 0.3 0.2 -0.2
H -1.810 -13.964 6.027 -0.2 0.7 -0.6
H 0.963 -16.600 4.361 -0.2 -0.3 0.0
H 0.149 -15.121 4.007 -0.5 0.3 -0.3
H -0.858 -16.611 4.424 0.5 0.2 -0.5
C -4.727 -19.093 13.485 -1.4 -0.5 0.6
C -4.041 -18.107 12.649 -0.8 -0.4 0.1
C -3.645 -16.890 13.131 0.2 0.3 0.6
C -2.997 -16.117 12.197 -0.5 1.4 3.6
N -2.854 -16.400 10.972 1.4 0.1 -3.3
C -3.269 -17.584 10.518 -0.8 -1.0 0.8
S -3.078 -18.053 8.839 -0.1 0.4 0.7
N -3.899 -18.469 11.372 1.2 0.7 -1.3
H -4.642 -18.976 14.546 0.7 0.4 0.7
H -4.367 -20.071 13.221 -0.2 -0.6 -0.2
H -5.831 -19.030 13.402 0.8 0.0 -0.7
H -3.845 -16.471 14.143 0.2 -0.8 -0.8
H -2.655 -15.179 12.644 0.3 0.3 -0.9
```
Forces are in eV/Å.

As for the HOMO-LUMO gap: 4.717 eV. As for the calculated total energy: -4846.3962 Eh. The calculation puts the relative energy (zero: lowest compared OMol25 entry of this formula, charge and spin) at 1.679 eV. The highest occupied orbital energy comes out at -1.29 eV. Its charge is -2.

No. 2
# C20H23N5O3S2

One molecule with the formula C20H23N5O3S2 at a distorted geometry (the ωB97M-V functional and the def2-TZVPD basis, OMol25).

```
53
Properties=species:S:1:pos:R:3:forces:R:3
C 2.394 0.881 -5.806 -0.1 0.3 -0.3
O 2.006 0.153 -4.653 0.1 -0.2 0.2
C 0.736 0.325 -4.246 -0.3 0.2 -0.1
O -0.047 1.056 -4.807 0.2 0.0 -0.1
C 0.465 -0.466 -3.059 -0.1 -0.4 0.4
S 1.715 -1.467 -2.365 -0.6 0.1 0.0
C 0.588 -1.844 -1.108 0.6 0.3 -0.7
N 0.964 -2.559 0.000 -0.2 -0.4 0.0
C 2.294 -2.600 0.363 -0.1 -0.4 0.2
O 3.176 -2.565 -0.454 0.2 -0.2 0.0
C 2.534 -2.701 1.855 0.1 0.5 0.2
S 1.363 -1.655 2.794 0.0 -0.3 0.4
C 1.309 -0.299 1.690 0.4 0.0 -0.1
N 2.308 -0.059 0.885 0.3 0.0 0.3
C 1.870 0.945 0.063 -0.7 0.3 0.1
C 2.445 1.592 -1.021 -0.2 0.0 0.2
C 1.653 2.537 -1.650 0.2 0.0 0.0
C 0.361 2.800 -1.195 0.0 0.1 -0.1
N -0.209 2.199 -0.162 -0.3 -0.2 0.4
C 0.550 1.295 0.433 0.7 0.4 -0.7
N 0.214 0.487 1.489 0.3 0.0 0.0
C -1.075 0.496 2.146 -0.3 -0.3 0.3
C -0.935 0.718 3.651 -0.2 0.3 -0.2
C -2.320 0.806 4.286 0.1 -0.3 0.1
C -3.130 -0.453 3.992 -0.2 0.3 -0.1
C -3.246 -0.679 2.487 0.2 -0.2 0.2
C -1.858 -0.788 1.865 -0.3 0.3 -0.2
N -0.589 -1.311 -1.208 -0.3 -0.4 0.5
C -0.683 -0.517 -2.301 0.6 0.2 -0.7
C -1.942 0.230 -2.543 0.0 0.0 -0.1
H 1.806 0.566 -6.670 0.1 0.0 0.1
H 2.240 1.951 -5.649 0.0 -0.1 0.0
H 3.448 0.664 -5.961 0.0 0.0 0.0
H 0.249 -2.631 0.717 0.2 0.1 -0.1
H 2.379 -3.718 2.216 0.0 0.0 0.0
H 3.554 -2.383 2.066 -0.1 -0.1 -0.2
H 3.442 1.352 -1.355 0.1 0.0 -0.1
H 2.027 3.076 -2.506 0.0 0.1 -0.1
H -0.258 3.531 -1.695 0.0 0.1 -0.1
H -1.605 1.344 1.697 0.0 -0.1 0.1
H -0.380 -0.116 4.090 0.0 0.0 0.1
H -0.375 1.636 3.839 0.1 0.0 0.0
H -2.219 0.941 5.364 0.0 0.1 0.0
H -2.845 1.677 3.886 0.0 0.1 0.0
H -4.125 -0.363 4.432 0.0 -0.1 0.1
H -2.638 -1.314 4.451 0.0 -0.1 0.1
H -3.809 -1.592 2.289 -0.1 0.0 -0.1
H -3.785 0.154 2.033 -0.1 0.0 -0.1
H -1.335 -1.635 2.316 0.0 0.0 -0.1
H -1.922 -0.948 0.786 0.1 0.0 0.1
H -2.791 -0.446 -2.464 -0.1 0.0 0.0
H -1.918 0.697 -3.522 -0.1 0.0 0.0
H -2.049 1.001 -1.779 0.0 0.1 0.1
```
Forces are in eV/Å.

Its SMILES is COC(=O)c1sc(NC(=O)CSc2nc3cccnc3n2C2CCCCC2)nc1C. As for the HOMO-LUMO gap: 8.771 eV. As for the calculated total energy: -2071.8935 Eh. The calculation puts the relative energy (zero: lowest compared OMol25 entry of this formula, charge and spin) at 0.000 eV. The highest occupied orbital energy comes out at -8.38 eV.

The lowest relative energy (zero: lowest compared OMol25 entry of this formula, charge and spin) belongs to which entry?
C20H23N5O3S2

Which value of highest occupied orbital energy does entry 2 give?
-8.38 eV

Which value of highest occupied orbital energy does entry 1 give?
-1.29 eV

Look up the calculated total energy of the first one.
-4846.3962 Eh